Record 1
Density functional theory data (ωB97M-V/def2-TZVPD) for a molecular structure, C24H36NP2PdS3Sb.

```
68
Properties=species:S:1:pos:R:3:forces:R:3
Pd -0.276213 0.182113 0.820099 0.2 0.0 0.2
C -2.972148 4.019948 -1.137592 0.0 0.0 0.0
C -2.519987 3.063236 -0.028594 0.0 0.0 0.0
C -1.929016 3.881550 1.122375 0.0 0.0 0.0
P -1.296234 1.780650 -0.525804 -0.1 0.0 -0.1
C -0.065336 2.719539 -1.568092 0.0 0.0 0.0
C 1.367755 2.251953 -1.314706 0.0 0.0 0.0
C -0.387173 2.677847 -3.060734 0.0 0.0 0.0
C -2.115394 0.597145 -1.643853 -0.1 0.1 0.0
C -3.352087 0.756508 -2.249057 0.0 0.0 0.0
C -3.920720 -0.263522 -3.001260 0.0 0.0 0.0
C -3.238226 -1.463543 -3.122124 0.0 0.0 0.0
C -2.013379 -1.652557 -2.503649 -0.1 0.0 0.0
C -1.428403 -0.628688 -1.749934 0.1 -0.1 0.0
N -0.263740 -0.772735 -1.005619 0.0 0.1 0.0
C 0.666784 -1.742532 -1.259694 -0.1 -0.1 -0.1
C 0.867845 -2.311971 -2.538033 0.1 0.0 0.0
C 1.778799 -3.328055 -2.732872 0.0 0.0 0.0
C 2.539353 -3.827102 -1.677162 0.0 0.0 0.0
C 2.398982 -3.237285 -0.433135 0.0 0.0 0.0
C 1.507519 -2.189205 -0.216092 0.1 0.0 0.0
P 1.369627 -1.285329 1.353850 0.1 0.1 -0.2
C 1.223551 -2.589980 2.636241 0.0 0.0 0.0
C -0.052340 -3.386479 2.358565 0.0 0.0 0.0
C 1.201398 -2.003747 4.047505 0.0 0.0 0.0
C 3.044307 -0.490061 1.524577 0.0 -0.1 0.0
C 4.172473 -1.451559 1.900233 0.0 0.0 0.0
C 3.047126 0.727138 2.446401 0.0 0.0 0.0
H -3.788795 4.639427 -0.759183 0.0 0.0 0.0
H -3.315438 3.529713 -2.045086 0.0 0.0 0.0
H -2.159293 4.695597 -1.415716 0.0 0.0 0.0
H -3.368769 2.486772 0.355771 0.0 0.0 0.0
H -1.000292 4.373761 0.812849 0.0 0.0 0.0
H -1.714030 3.270709 1.996301 0.0 0.0 -0.1
H -2.637114 4.658652 1.417518 0.0 0.0 0.0
H -0.147862 3.753402 -1.215024 0.0 0.0 0.0
H 1.489642 1.209052 -1.613202 0.0 0.0 0.0
H 1.628722 2.325883 -0.257918 0.0 0.0 0.0
H 2.068026 2.862751 -1.892258 0.0 0.0 0.0
H -0.301127 1.658460 -3.441465 0.0 0.0 0.0
H 0.318475 3.307341 -3.610177 0.0 0.0 0.0
H -1.397337 3.024560 -3.279861 0.0 0.0 0.0
H -3.909970 1.670021 -2.108133 0.0 0.0 0.0
H -4.894028 -0.130534 -3.454739 0.0 0.0 0.0
H -3.678419 -2.284209 -3.676527 0.0 0.0 0.0
H -1.535139 -2.620573 -2.557028 -0.1 0.0 0.0
H 0.292644 -1.941181 -3.375461 0.1 0.0 0.0
H 1.898626 -3.742201 -3.727577 0.0 0.0 0.0
H 3.233536 -4.643265 -1.827360 0.0 0.0 0.0
H 2.989880 -3.611042 0.394448 0.0 0.0 0.0
H 2.094589 -3.246648 2.524938 0.0 0.0 0.0
H -0.929863 -2.734916 2.385648 0.0 0.0 0.0
H -0.173993 -4.163876 3.117140 0.0 0.0 0.0
H -0.022965 -3.864437 1.378318 0.0 0.0 0.0
H 0.380027 -1.294863 4.156500 0.0 0.0 0.0
H 2.122856 -1.473831 4.292970 0.0 0.0 0.0
H 1.071751 -2.809948 4.773740 0.0 0.0 0.0
H 3.223716 -0.137864 0.502533 0.0 0.0 0.0
H 4.025439 -1.870377 2.896778 0.0 0.0 0.0
H 5.121398 -0.909439 1.910360 0.0 0.0 0.0
H 4.272933 -2.273921 1.193649 0.0 0.0 0.0
H 2.819967 0.457435 3.478228 0.0 0.0 0.0
H 2.305043 1.461961 2.139517 0.0 0.0 0.0
H 4.035269 1.195773 2.422006 0.0 0.0 0.0
S -3.925536 2.255734 3.853040 0.0 0.0 -0.1
Sb -2.556830 0.490694 3.364952 0.0 -0.2 0.0
S -2.990235 -0.840295 1.515311 -0.1 0.2 0.1
S -0.300630 1.232446 2.932363 0.0 0.0 0.0
```
Positions in Å, forces in eV/Å.

Summary:
Orbital gap (alpha / beta) ... 6.254 / 6.110 eV
HOMO level (alpha / beta) ... -0.1336 / -0.1550 hartree
Multiplicity ... 2
Total charge ... -1

---

Record 2
Density functional theory data (ωB97M-V/def2-TZVPD) for a molecular structure, C17H19IrN6O7S2 in a non-equilibrium geometry.

```
52
Properties=species:S:1:pos:R:3:forces:R:3
Ir 0.493119 -0.168060 -1.954871 0.5 -0.5 0.6
C -1.066225 3.810165 -2.362902 0.4 -0.4 -0.1
C -0.921508 2.306403 -2.229220 -0.3 0.6 0.1
N 0.403303 1.726076 -2.012204 0.2 0.9 -0.1
N 1.517325 2.540599 -2.029342 -0.1 -0.4 0.1
C 2.711356 1.926119 -1.907466 0.2 0.3 -0.4
N 3.853438 2.595650 -1.964484 -0.6 0.1 0.0
S 2.746183 0.146113 -1.805133 -0.4 0.4 -0.3
C -1.911776 1.317683 -2.316262 -0.8 1.4 0.0
C -3.307845 1.594074 -2.453280 -0.2 -0.8 0.0
C -4.232294 0.526410 -2.421090 0.1 1.4 -0.2
C -3.800551 -0.780951 -2.262260 -0.3 -0.3 -0.3
C -2.430719 -0.961686 -2.197984 0.5 -1.0 0.2
N -1.518713 0.012115 -2.219878 -0.2 -0.5 0.0
H -0.826109 4.090455 -3.413766 -0.2 0.1 0.6
H -0.385654 4.346279 -1.675140 -0.2 -0.2 -0.3
H -2.055411 4.199205 -2.081747 0.2 -0.4 -0.3
H 1.374002 3.565992 -2.053762 0.2 -0.9 0.0
H 3.919730 3.605756 -2.129534 -0.2 -0.5 0.2
H 4.738619 2.106071 -1.899671 -0.1 -0.1 0.0
H -3.654225 2.617287 -2.589251 0.1 -0.3 0.1
H -5.291063 0.754709 -2.554084 0.3 -0.1 0.1
H -4.502433 -1.644167 -2.275435 0.7 0.8 0.1
H -1.985300 -1.946058 -2.114258 -0.2 0.0 -0.1
O 1.748727 1.200749 0.838017 2.4 2.4 -0.6
C 0.939958 0.378929 1.072888 -2.6 -2.2 0.9
O 0.234761 -0.331222 0.266015 -0.1 -0.3 -0.6
C 0.562713 0.131051 2.533148 0.9 0.3 0.5
C -0.651640 -0.316958 2.955661 -0.4 -0.5 -0.4
C -0.872206 -0.433094 4.306308 -0.8 -0.4 1.1
C 0.034475 0.009297 5.335412 -1.0 -0.5 -0.2
C 1.218864 0.447930 4.891691 1.7 1.0 0.4
C 1.534966 0.502859 3.540959 -0.4 0.2 -0.5
N 2.244587 1.082467 5.873261 -1.4 -0.9 -1.1
O 3.137560 1.651838 5.325432 0.9 0.5 -0.2
O 1.999650 0.956653 7.027398 -0.1 0.0 0.8
N -2.186271 -1.122061 4.791514 1.6 0.9 -0.6
O -2.300082 -1.182309 5.976823 -0.3 -0.2 0.4
O -2.897021 -1.498992 3.908312 -0.6 -0.3 -0.2
H -1.391945 -0.663437 2.257768 -0.3 0.0 -0.1
H -0.241638 -0.024845 6.380160 0.0 0.0 0.1
H 2.468884 0.909344 3.204351 0.5 0.1 0.1
C 2.414370 -3.725951 -1.929624 -0.5 0.2 -0.6
S 0.887866 -3.253978 -1.161119 0.4 0.0 0.2
C -0.136539 -4.648413 -1.489209 0.2 0.0 -0.2
O 0.295886 -2.258132 -2.179542 -0.2 1.7 -0.2
H 2.818866 -4.465746 -1.269834 0.6 -0.6 0.2
H 3.058134 -2.846803 -2.002584 0.0 -0.1 0.2
H 2.197738 -4.102939 -2.938336 0.1 -0.1 0.3
H 0.237641 -5.447726 -0.865511 0.0 -0.5 0.0
H -0.092501 -4.867811 -2.560626 -0.1 -0.1 0.2
H -1.133054 -4.366954 -1.165700 -0.1 -0.1 0.0
```
Positions in Å, forces in eV/Å.

Summary:
Orbital gap (alpha / beta) ... 6.369 / 5.404 eV
HOMO level (alpha / beta) ... -0.5857 / -0.6804 hartree
ΔE to the lowest compared entry with this formula, charge and spin ... 0.0 kcal/mol
Multiplicity ... 6
Total charge ... +3

---

Record 3
Density functional theory data (ωB97M-V/def2-TZVPD) for C4H6O2 in the gas phase in a non-equilibrium geometry.

```
12
Properties=species:S:1:pos:R:3:forces:R:3
C 1.824513 0.489653 0.733833 0.9 0.5 0.7
O 1.772148 -0.743846 0.179963 0.1 0.1 0.3
C 0.606937 -0.675574 -0.464057 -0.8 -0.6 -1.0
C -0.637894 -0.287207 0.200158 0.3 0.1 0.2
C -1.779940 0.280065 -0.524719 -0.1 0.2 -0.2
O -1.775329 -1.087168 -0.141143 -0.2 -0.2 0.1
H 2.268218 0.533334 1.723124 -0.1 0.1 -0.1
H 1.838296 1.334754 0.063312 0.0 0.0 0.0
H 0.572878 -1.191506 -1.423057 0.0 0.1 0.2
H -0.502882 -0.029641 1.256945 -0.2 -0.1 -0.2
H -1.692822 0.456548 -1.598582 0.0 0.0 0.2
H -2.494125 0.920590 -0.005778 0.1 -0.1 0.0
```
Positions in Å, forces in eV/Å.

Summary:
Orbital gap (alpha / beta) ... 8.552 / 8.176 eV
HOMO level (alpha / beta) ... -0.3016 / -0.2857 hartree
ΔE to the lowest compared entry with this formula, charge and spin ... 128.7 kcal/mol
Multiplicity ... 1

---

Record 4
Density functional theory data (ωB97M-V/def2-TZVPD) for C6H9N3OS in the gas phase in a non-equilibrium geometry.

```
20
Properties=species:S:1:pos:R:3:forces:R:3
C -1.708891 -1.821563 0.259591 0.0 -0.4 -1.0
C -1.122407 -1.535166 -0.967134 -0.3 -0.4 0.5
C -1.534560 -0.951797 1.332844 0.2 0.7 0.2
C 1.903100 0.153189 0.168668 0.0 0.4 0.0
C -1.054391 -0.233364 -1.453536 0.5 0.7 0.6
C -0.417798 0.830110 0.276418 -0.5 0.3 -1.6
N -0.768740 0.103097 1.313291 -0.1 -0.2 1.3
N 3.165291 0.650155 -0.011357 0.4 0.1 -0.1
N 0.934356 1.152197 0.164308 0.4 0.2 0.0
O 1.656737 -1.020426 0.276563 -0.1 -0.4 0.0
S -1.434227 2.295051 -0.128476 0.0 -0.5 -0.1
H -1.965836 -2.840384 0.509150 0.1 -0.1 0.1
H -0.604501 -2.330712 -1.491216 -0.1 -0.1 -0.1
H -1.795617 -1.290287 2.326598 -0.1 -0.1 0.1
H -0.406490 -0.013950 -2.292470 0.0 0.0 -0.1
H -1.959868 0.350810 -1.422438 -0.1 -0.1 -0.1
H 3.362456 1.619916 0.169235 0.0 -0.1 0.1
H 3.920797 0.000773 0.133444 -0.1 0.0 0.0
H 1.163371 2.044921 -0.252105 -0.1 -0.2 0.1
H -1.332789 2.837437 1.088618 0.1 0.1 0.2
```
Positions in Å, forces in eV/Å.

Summary:
Orbital gap ... 8.113 eV
HOMO level ... -0.2891 hartree
ΔE to the lowest compared entry with this formula, charge and spin ... 25.1 kcal/mol
Multiplicity ... 1
SMILES ... C=C/C=C\N=C(\S)NC(N)=O

---

Record 5
Density functional theory data (ωB97M-V/def2-TZVPD) for a molecular structure, C2H2I2NO in a non-equilibrium geometry.

```
8
Properties=species:S:1:pos:R:3:forces:R:3
C -0.345204 -0.481177 -0.431833 1.6 -0.8 1.3
C 0.684196 -0.152230 0.528008 -0.5 1.4 0.4
N 0.258790 -1.461287 0.124691 2.0 0.8 2.4
O 0.604069 -2.622514 0.405033 -0.7 -0.7 -0.4
I -2.809254 0.577485 0.170530 -0.5 0.2 0.3
I 2.796129 0.583270 0.127037 -0.5 -0.4 -0.3
H -0.665545 -0.402211 -1.369836 -1.4 0.8 -3.4
H 0.442595 0.508414 1.390334 0.0 -1.2 -0.3
```
Positions in Å, forces in eV/Å.

Summary:
Orbital gap (alpha / beta) ... 6.609 / 6.609 eV
HOMO level (alpha / beta) ... -0.1432 / -0.1433 hartree
ΔE to the lowest compared entry with this formula, charge and spin ... 25.4 kcal/mol
Multiplicity ... 1
Total charge ... -1

---

Record 6
Density functional theory data (ωB97M-V/def2-TZVPD) for 6 unconnected molecules or ions with the total composition C22H45NO8 in a non-equilibrium geometry.

```
76
Properties=species:S:1:pos:R:3:forces:R:3
C -2.101213 -0.761731 -1.711676 0.2 0.5 -1.4
N -2.582997 -2.139177 -1.249705 1.8 -0.4 -4.4
O -2.457219 -2.280663 0.081652 -0.8 0.8 3.5
C -1.735448 -3.118220 -2.031724 -1.6 -2.4 -6.2
O -2.159629 -3.428097 -3.288155 3.0 2.4 8.2
O -0.470125 -3.730378 -1.597719 -4.0 1.4 1.1
H -2.556623 -0.617805 -2.803196 0.9 -0.1 2.6
H -0.927073 -0.727831 -1.848843 -2.3 0.2 0.7
H -2.498772 0.031099 -0.947883 0.9 -1.5 -1.6
H -3.249974 -1.759460 0.456620 1.7 -1.4 -0.8
H -0.566475 -3.941793 -0.614286 0.3 0.7 -1.5
C -4.447867 3.369310 2.238776 -0.2 0.6 0.0
C -5.082773 2.033392 1.950762 -0.3 -0.5 0.3
C -4.346749 1.595131 0.703430 0.2 0.1 -0.4
O -3.031367 2.162320 0.775501 -0.4 -0.1 0.1
C -3.009798 3.130340 1.833662 0.5 0.1 0.1
H -4.550169 3.689510 3.278721 0.0 0.0 -0.1
H -4.894106 4.138375 1.597100 0.1 0.0 0.1
H -4.872701 1.338249 2.772178 -0.1 0.0 -0.1
H -6.165819 2.081792 1.812259 0.1 0.0 0.0
H -4.829078 1.983483 -0.199844 -0.1 -0.1 0.0
H -4.274363 0.506896 0.619968 0.1 0.0 0.0
H -2.429750 2.707549 2.661202 0.0 0.1 0.1
H -2.513484 4.041895 1.489527 0.0 -0.2 -0.1
C 1.683265 5.640970 0.988171 0.2 0.1 0.6
C 1.752928 4.533068 -0.030866 0.4 -0.3 -0.5
C 0.319743 4.049360 -0.071453 -0.3 -0.3 0.0
O -0.509984 5.181123 0.224841 0.3 0.1 0.1
C 0.323718 6.243257 0.708623 -0.3 0.3 -0.2
H 2.496254 6.366623 0.904769 -0.1 -0.1 0.0
H 1.703576 5.217089 1.999235 0.0 0.1 -0.1
H 2.036196 4.944358 -1.006918 0.0 -0.1 0.1
H 2.462814 3.742854 0.226307 -0.1 0.1 0.0
H 0.134787 3.289559 0.695267 0.0 -0.1 -0.1
H 0.044271 3.635972 -1.045972 -0.1 0.1 0.1
H 0.381565 7.005943 -0.075595 0.0 0.1 0.1
H -0.128184 6.690851 1.598082 -0.1 -0.1 -0.1
C 0.955421 -5.567361 -5.670626 0.4 -0.3 0.3
C -0.374174 -4.873507 -5.524078 -0.6 -0.2 0.1
C -0.010188 -3.430334 -5.796850 0.0 0.4 0.1
O 1.094725 -3.445513 -6.711215 0.0 -0.3 0.1
C 1.598044 -4.785949 -6.795659 0.1 0.2 -0.4
H 0.872343 -6.635484 -5.886709 0.0 0.1 0.0
H 1.540017 -5.447467 -4.750729 0.0 -0.1 -0.1
H -1.067891 -5.235416 -6.292100 0.0 0.0 0.1
H -0.840577 -5.018421 -4.546335 0.1 0.1 -0.2
H 0.318989 -2.923916 -4.883315 -0.1 0.0 0.0
H -0.839211 -2.863691 -6.230555 0.2 0.0 0.0
H 1.311256 -5.189352 -7.772925 0.1 -0.1 0.0
H 2.689450 -4.774934 -6.729299 -0.1 0.1 -0.1
C 6.862554 3.258167 1.976892 0.2 0.1 0.6
C 6.932217 2.150265 0.957854 0.4 -0.2 -0.5
C 5.499032 1.666557 0.917268 -0.4 -0.3 0.0
O 4.669305 2.798321 1.213561 0.3 0.0 0.1
C 5.503007 3.860455 1.697343 -0.3 0.3 -0.2
H 7.675543 3.983820 1.893490 -0.1 -0.1 0.0
H 6.882865 2.834286 2.987955 0.0 0.1 -0.1
H 7.215485 2.561555 -0.018198 0.0 -0.1 0.1
H 7.642102 1.360051 1.215028 -0.1 0.1 0.0
H 5.314076 0.906756 1.683987 0.0 -0.1 -0.1
H 5.223560 1.253169 -0.057252 -0.1 0.1 0.1
H 5.560854 4.623140 0.913125 0.0 0.1 0.1
H 5.051105 4.308048 2.586802 -0.1 -0.1 -0.1
C -2.123195 -3.168898 4.315427 -0.2 0.6 0.0
C -2.758100 -4.504815 4.027414 -0.3 -0.5 0.3
C -2.022076 -4.943076 2.780083 0.1 -0.1 -0.4
O -0.706694 -4.375887 2.852154 -0.3 0.1 0.2
C -0.685126 -3.407868 3.910314 0.5 -0.1 0.0
H -2.225497 -2.848697 5.355374 0.0 0.0 -0.1
H -2.569432 -2.399832 3.673752 0.1 0.0 0.1
H -2.548028 -5.199959 4.848830 -0.1 0.1 -0.1
H -3.841147 -4.456416 3.888912 0.1 0.0 0.0
H -2.504406 -4.554724 1.876808 -0.1 -0.1 0.0
H -1.949690 -6.031311 2.696620 0.1 0.1 0.0
H -0.105077 -3.830659 4.737855 0.0 0.1 0.0
H -0.188812 -2.496312 3.566179 0.0 -0.1 -0.1
```
Positions in Å, forces in eV/Å.

Summary:
Orbital gap ... 9.147 eV
HOMO level ... -0.3267 hartree
ΔE to the lowest compared entry with this formula, charge and spin ... 139.3 kcal/mol
Multiplicity ... 1
SMILES ... CN(O)C(=O)O.C1CCOC1.C1CCOC1.C1CCOC1.C1CCOC1.C1CCOC1